(1)
{"formula": "C25H30IN5OS2Ti", "method": "the ωB97M-V functional and the def2-TZVPD basis", "species": ["Ti", "C", "C", "N", "N", "C", "S", "S", "C", "C", "C", "C", "C", "C", "C", "C", "C", "C", "C", "C", "C", "O", "H", "H", "H", "H", "H", "H", "H", "H", "H", "H", "H", "H", "H", "H", "I", "C", "C", "C", "C", "C", "N", "H", "H", "H", "H", "C", "C", "C", "C", "N", "N", "H", "H", "H", "H", "H", "H", "H", "H", "H", "H", "H", "H"], "xyz": [[-0.5121, -0.9036, 0.8804], [1.5049, 2.9623, 2.2041], [0.4933, 1.9068, 1.8486], [0.8542, 0.7674, 1.3490], [2.2107, 0.6411, 1.0918], [2.6095, -0.4926, 0.6247], [1.7091, -1.9151, 0.2567], [4.3696, -0.5151, 0.3958], [4.4852, -1.4421, -1.1554], [3.6201, -0.9030, -2.2685], [2.9799, -1.7937, -3.1238], [2.1803, -1.3312, -4.1580], [1.9873, 0.0330, -4.3364], [2.6154, 0.9288, -3.4787], [3.4307, 0.4634, -2.4554], [-0.9267, 2.2330, 2.0695], [-1.2513, 3.3210, 2.8979], [-2.5485, 3.7446, 3.0863], [-3.5795, 3.0952, 2.4061], [-3.2982, 2.0290, 1.5831], [-1.9847, 1.5600, 1.4217], [-1.7902, 0.5126, 0.6439], [2.4817, 2.7012, 1.8192], [1.5736, 3.0551, 3.2904], [1.1893, 3.9278, 1.8096], [4.2686, -2.4963, -0.9880], [5.5423, -1.3574, -1.4191], [3.0958, -2.8581, -2.9607], [1.6980, -2.0356, -4.8220], [1.3548, 0.3952, -5.1373], [2.4753, 1.9948, -3.6111], [3.9037, 1.1618, -1.7763], [-0.4600, 3.8433, 3.4174], [-2.7577, 4.5762, 3.7452], [-4.6046, 3.4229, 2.5261], [-4.0839, 1.4993, 1.0594], [-1.6641, -3.3792, 1.0455], [0.1537, -1.3737, 2.7727], [0.8794, -1.8711, 3.8492], [0.3708, -1.6066, 5.1041], [-0.8198, -0.8780, 5.2539], [-1.4731, -0.4226, 4.1333], [-0.9483, -0.6869, 2.9314], [1.7874, -2.4392, 3.7019], [0.8857, -1.9655, 5.9871], [-1.2220, -0.6747, 6.2364], [-2.3919, 0.1494, 4.1738], [-3.0649, -0.3409, -1.9528], [-1.8754, -1.1600, -2.4360], [-1.3477, -0.6160, -3.7605], [-2.2849, -2.6180, -2.6074], [-0.7986, -1.1494, -1.3952], [-0.0429, 0.0387, -1.2295], [-3.8623, -0.4064, -2.6949], [-2.8158, 0.7140, -1.8242], [-3.4295, -0.7192, -0.9988], [-2.1407, -0.6565, -4.5082], [-0.5064, -1.2145, -4.1180], [-1.0175, 0.4205, -3.6808], [-3.0207, -2.7000, -3.4079], [-2.7097, -3.0139, -1.6869], [-1.4242, -3.2372, -2.8765], [-0.1224, -1.8819, -1.5999], [-0.6586, 0.8411, -1.2565], [0.7288, 0.1157, -1.8915]], "nbo_charge": [1.02, -0.69, 0.34, -0.31, -0.40, -0.05, -0.17, 0.28, -0.56, -0.01, -0.21, -0.24, -0.18, -0.24, -0.23, -0.22, -0.15, -0.27, -0.17, -0.29, 0.45, -0.76, 0.27, 0.23, 0.23, 0.24, 0.24, 0.22, 0.22, 0.21, 0.22, 0.23, 0.21, 0.22, 0.21, 0.22, -0.31, 0.10, -0.27, -0.14, -0.27, 0.06, -0.49, 0.23, 0.22, 0.22, 0.21, -0.62, 0.12, -0.63, -0.62, -0.47, -0.62, 0.21, 0.21, 0.24, 0.22, 0.21, 0.21, 0.22, 0.25, 0.21, 0.41, 0.39, 0.40], "lumo_energy_ev": 0.0, "homo_lumo_gap_ev": 7.77, "total_charge": 0}



(2)
{"formula": "C25H30LuN9SeSi", "method": "the ωB97M-V functional and the def2-TZVPD basis", "species": ["Lu", "C", "Si", "C", "N", "C", "C", "C", "C", "C", "C", "C", "C", "C", "C", "C", "C", "C", "C", "C", "C", "C", "H", "H", "H", "H", "H", "H", "H", "H", "H", "H", "H", "H", "H", "H", "H", "H", "H", "H", "H", "H", "H", "H", "H", "H", "N", "N", "N", "C", "N", "N", "H", "H", "H", "Se", "N", "C", "C", "C", "C", "N", "C", "N", "H", "H", "H"], "xyz": [[11.8598, 9.0677, 8.3439], [13.7473, 7.4706, 8.1308], [14.5784, 8.0735, 9.7000], [13.5089, 7.6005, 11.2381], [12.1290, 7.6055, 10.7691], [11.3130, 8.7625, 11.2127], [10.1488, 8.4287, 12.1653], [10.3805, 7.1126, 12.9752], [10.8585, 5.9015, 12.1071], [11.4460, 6.3122, 10.7524], [14.8045, 9.9472, 9.6087], [15.0115, 10.5416, 8.3657], [14.9237, 11.9216, 8.2052], [14.6861, 12.7312, 9.2865], [14.5947, 12.1722, 10.5549], [14.6810, 10.7987, 10.7243], [16.3156, 7.4352, 9.9744], [16.5901, 6.1832, 10.5184], [17.8120, 5.9200, 11.1188], [18.7661, 6.9307, 11.2032], [18.5480, 8.1354, 10.5908], [17.3559, 8.3851, 9.9492], [13.4953, 6.4178, 8.2069], [14.4948, 7.5819, 7.3154], [13.6606, 8.2105, 12.1133], [13.7467, 6.5680, 11.5384], [10.8938, 9.3262, 10.3427], [11.9631, 9.4866, 11.6839], [9.2238, 8.3874, 11.5668], [10.0052, 9.2696, 12.8450], [9.4183, 6.8942, 13.4493], [11.0708, 7.3029, 13.7804], [10.0122, 5.2002, 11.9438], [11.6006, 5.3211, 12.6527], [10.6350, 6.4279, 10.0243], [12.1101, 5.5148, 10.3734], [15.3639, 9.9551, 7.5146], [15.1043, 12.3175, 7.1917], [14.6259, 13.8080, 9.1732], [14.5511, 12.7984, 11.4517], [14.6652, 10.3819, 11.7409], [15.8838, 5.3470, 10.4109], [18.0409, 4.9359, 11.5570], [19.6950, 6.7501, 11.7664], [19.3368, 8.9018, 10.5500], [17.2382, 9.3866, 9.4620], [7.1119, 6.0124, 8.1578], [8.0163, 7.1164, 8.1678], [7.6503, 8.3225, 7.7860], [8.7669, 9.0793, 7.8391], [9.8053, 8.3137, 8.2576], [9.3386, 7.0443, 8.4448], [6.5776, 6.0847, 7.2854], [7.6716, 5.1618, 8.2033], [8.7093, 10.1366, 7.6296], [11.6868, 10.2997, 4.7047], [11.3041, 12.0309, 5.0509], [11.4185, 12.3224, 6.3692], [11.2238, 13.4808, 7.0687], [11.1399, 13.5240, 8.4690], [11.2514, 12.3499, 9.1702], [11.4967, 11.1718, 8.5033], [11.6354, 11.1744, 7.1616], [11.9289, 10.0396, 6.4572], [11.1008, 14.4117, 6.5034], [11.0912, 14.4707, 9.0224], [11.1246, 12.3044, 10.2373]], "nbo_charge": [1.95, -1.51, 1.64, -0.66, -0.51, -0.17, -0.42, -0.40, -0.43, -0.22, -0.42, -0.25, -0.22, -0.22, -0.21, -0.22, -0.54, -0.13, -0.22, -0.19, -0.22, -0.18, 0.26, 0.26, 0.22, 0.24, 0.10, 0.23, 0.20, 0.23, 0.24, 0.22, 0.22, 0.23, 0.20, 0.23, 0.24, 0.23, 0.23, 0.23, 0.23, 0.20, 0.23, 0.23, 0.22, 0.20, -0.56, 0.20, -0.20, 0.15, -0.48, 0.00, 0.41, 0.41, 0.25, 1.23, -0.51, 0.10, -0.07, -0.25, 0.18, -0.65, 0.30, -0.86, 0.27, 0.28, 0.25], "lumo_energy_ev": [-8.8, -8.8], "homo_lumo_gap_ev": [3.77, 3.77], "total_charge": 2}



(3)
{"formula": "C25H30MoN8S4", "method": "the ωB97M-V functional and the def2-TZVPD basis", "species": ["Mo", "C", "C", "N", "N", "C", "N", "S", "C", "C", "C", "C", "C", "N", "H", "H", "H", "H", "H", "H", "H", "H", "H", "H", "S", "C", "S", "C", "N", "N", "C", "C", "C", "C", "C", "C", "S", "H", "H", "H", "H", "H", "N", "C", "C", "C", "N", "C", "C", "H", "H", "H", "H", "H", "H", "C", "C", "C", "C", "H", "H", "H", "H", "H", "H", "H", "H", "H"], "xyz": [[-0.7403, 0.6338, -0.2925], [2.8387, -0.3722, 2.1839], [1.5111, 0.0428, 1.6412], [1.1915, -0.0852, 0.4005], [2.0879, -0.5913, -0.5001], [1.8487, -0.4656, -1.8338], [2.7491, -1.0036, -2.6463], [0.5148, 0.3750, -2.4520], [0.4330, 0.6166, 2.4780], [0.5803, 0.8927, 3.8227], [-0.4948, 1.4212, 4.5326], [-1.6910, 1.6440, 3.8819], [-1.7761, 1.3673, 2.5243], [-0.7403, 0.8767, 1.8379], [3.0407, -1.4219, 1.9538], [2.8912, -0.2770, 3.2619], [3.6353, 0.2398, 1.7536], [2.8932, -1.0977, -0.1545], [3.5647, -1.4998, -2.3225], [2.6063, -0.9431, -3.6430], [1.5160, 0.7069, 4.3261], [-0.3875, 1.6514, 5.5834], [-2.5560, 2.0322, 4.4002], [-2.6910, 1.5284, 1.9630], [-7.1851, -1.7905, -0.5831], [-5.9047, -0.8027, -0.4554], [-5.0421, -0.1583, -1.8640], [-3.8965, 0.5795, -0.8046], [-4.1033, 0.3925, 0.4476], [-5.2261, -0.3545, 0.6552], [-5.5637, -0.6254, 2.0201], [-4.5331, -0.8694, 2.9188], [-4.8301, -1.1355, 4.2456], [-6.1498, -1.1563, 4.6735], [-7.1681, -0.8972, 3.7696], [-6.8840, -0.6264, 2.4386], [-2.5252, 1.5431, -1.3501], [-3.5086, -0.8714, 2.5716], [-4.0301, -1.3413, 4.9451], [-6.3827, -1.3727, 5.7067], [-8.1980, -0.8986, 4.0979], [-7.6800, -0.3992, 1.7470], [1.6146, 6.5971, -0.5329], [1.1930, 5.3298, -0.4402], [-0.0749, 5.0042, 0.0780], [-0.4780, 3.6978, 0.1089], [0.2677, 2.6601, -0.3296], [1.4975, 2.9731, -0.7795], [1.9942, 4.2460, -0.8491], [1.0281, 7.3633, -0.2513], [2.5119, 6.8218, -0.9259], [-0.7405, 5.7742, 0.4415], [-1.4631, 3.4596, 0.4892], [2.1159, 2.1507, -1.1117], [2.9933, 4.4086, -1.2281], [0.0451, -3.4515, -0.9755], [-0.7585, -2.5759, -0.0139], [-1.9932, -3.3420, 0.4846], [-1.2249, -1.3117, -0.6934], [0.3769, -4.3597, -0.4734], [0.9266, -2.9455, -1.3716], [-0.5728, -3.7500, -1.8239], [-0.1442, -2.3258, 0.8598], [-2.6218, -3.6477, -0.3533], [-2.5993, -2.7382, 1.1628], [-1.6829, -4.2400, 1.0186], [-1.9867, -0.7558, 0.0010], [-1.7615, -1.5303, -1.6206]], "nbo_charge": [0.54, -0.70, 0.30, -0.24, -0.43, 0.32, -0.73, 0.11, 0.14, -0.19, -0.12, -0.20, 0.07, -0.45, 0.25, 0.26, 0.26, 0.42, 0.42, 0.44, 0.24, 0.25, 0.26, 0.26, 0.00, -0.16, 0.47, -0.16, -0.30, -0.26, 0.11, -0.19, -0.22, -0.20, -0.17, -0.20, 0.20, 0.19, 0.22, 0.23, 0.23, 0.25, -0.73, 0.26, -0.29, 0.06, -0.53, 0.08, -0.30, 0.41, 0.41, 0.24, 0.22, 0.20, 0.24, -0.60, -0.27, -0.60, -0.33, 0.23, 0.18, 0.23, 0.19, 0.22, 0.21, 0.24, 0.22, 0.23], "lumo_energy_ev": [-7.1, -6.7], "homo_lumo_gap_ev": [5.23, 5.58], "total_charge": 2}



(4)
{"formula": "C25H30N3O2", "method": "the ωB97M-V functional and the def2-TZVPD basis", "species": ["C", "O", "C", "C", "C", "C", "C", "C", "N", "C", "C", "C", "C", "C", "C", "N", "C", "C", "C", "C", "C", "O", "C", "C", "C", "H", "H", "H", "H", "H", "H", "H", "H", "H", "H", "H", "H", "H", "H", "H", "H", "H", "H", "H", "H", "H", "C", "C", "C", "N", "C", "H", "H", "H", "H", "H", "H", "H", "H", "H"], "xyz": [[0.8034, -6.6095, 0.6781], [0.3422, -5.2336, 0.8788], [0.8114, -4.3036, -0.0066], [0.3787, -2.9578, 0.1876], [0.9166, -1.9711, -0.5933], [1.7697, -2.3368, -1.7026], [2.2266, -3.6336, -1.8850], [1.7483, -4.6367, -1.0189], [2.0504, -1.1914, -2.4119], [2.9464, -1.0501, -3.5465], [1.4280, -0.1073, -1.8277], [0.6700, -0.5438, -0.7254], [-0.1162, 0.2563, 0.1773], [-0.4827, 1.6002, -0.2174], [0.4686, 2.5771, -0.5080], [-0.1609, 3.7226, -0.9027], [0.5430, 4.9383, -1.2913], [-1.5350, 3.5693, -0.8493], [-1.7921, 2.2269, -0.3977], [-3.0875, 1.7575, -0.5346], [-4.1040, 2.6560, -0.9953], [-5.4089, 2.2809, -1.1487], [-5.7721, 0.9009, -0.9343], [-3.8226, 4.0004, -1.3055], [-2.5118, 4.4588, -1.2744], [0.2553, -7.1762, 1.4417], [0.5550, -6.9908, -0.3214], [1.8838, -6.6997, 0.8471], [-0.3332, -2.7044, 0.9565], [2.9721, -3.8975, -2.6394], [2.0825, -5.6808, -1.1311], [3.4397, -1.9991, -3.7428], [2.4013, -0.7324, -4.4432], [3.6754, -0.2611, -3.3112], [1.4425, 0.8665, -2.3504], [-0.6756, -0.2867, 0.9173], [1.5588, 2.5236, -0.5828], [-0.1909, 5.7050, -1.5346], [1.1837, 5.2622, -0.4651], [1.1844, 4.7490, -2.1530], [-3.3102, 0.7088, -0.3140], [-6.8611, 0.9155, -1.0797], [-5.2858, 0.2487, -1.6768], [-5.5157, 0.5789, 0.0859], [-4.6355, 4.6410, -1.6235], [-2.2617, 5.4781, -1.5458], [1.0953, 0.9180, 4.3844], [1.7823, -0.4569, 4.1535], [1.6693, -0.7395, 2.6267], [1.0128, 0.4047, 1.9459], [0.5769, 1.3799, 2.9879], [0.2296, 0.8002, 5.0647], [1.8019, 1.6505, 4.8164], [2.8353, -0.4542, 4.4875], [1.2238, -1.2466, 4.6911], [2.6643, -0.9177, 2.1205], [1.0931, -1.6669, 2.4870], [1.7316, 0.8771, 1.3286], [-0.5239, 1.4308, 3.0250], [0.9335, 2.4022, 2.7025]], "nbo_charge": [-0.26, -0.49, 0.32, -0.27, 0.03, 0.10, -0.20, -0.29, -0.31, -0.41, 0.08, -0.24, 0.13, -0.24, 0.02, -0.32, -0.40, 0.11, 0.02, -0.32, 0.32, -0.49, -0.26, -0.24, -0.21, 0.21, 0.19, 0.19, 0.22, 0.23, 0.24, 0.23, 0.22, 0.22, 0.23, 0.24, 0.22, 0.23, 0.21, 0.21, 0.22, 0.21, 0.18, 0.18, 0.24, 0.22, -0.42, -0.42, -0.24, -0.53, -0.24, 0.23, 0.23, 0.23, 0.22, 0.21, 0.21, 0.39, 0.21, 0.21], "lumo_energy_ev": -3.4, "homo_lumo_gap_ev": 6.81, "total_charge": 1}



Asked for DFT total energy across the records above, the calculation gives -3263.3203, -5389.2816, -3069.1652, -1285.0992 hartree in order.
Asked for ΔE to the lowest compared entry with this formula, charge and spin across the records above, the calculation gives 19.73, 204.22, 8.13, 250.13 kJ/mol in order.